Entry 1:
{
  "formula": "C12H27N4S",
  "method": "wB97M-V/def2-TZVPD",
  "total_charge": 1,
  "homo_ev": -11.50,
  "multiplicity": 1,
  "elements": ["C", "C", "C", "C", "C", "S", "C", "C", "C", "C", "N", "C", "N", "N", "H", "H", "H", "H", "H", "H", "H", "H", "H", "H", "H", "H", "H", "H", "H", "H", "H", "H", "H", "H", "H", "H", "H", "H", "C", "C", "N", "H", "H", "H"],
  "coordinates": [[-3.4099, 1.4106, 0.5758], [-2.3590, 0.6095, -0.4470], [-2.9872, -0.7946, -1.0416], [-1.9089, 1.6180, -1.6646], [-0.6370, 0.8846, -2.4363], [0.8750, 2.0086, -2.5701], [1.2773, 2.5749, -0.7899], [2.3549, 1.4940, -0.1925], [2.8797, 1.8571, 1.3499], [2.4059, 0.5565, 2.2905], [0.9361, 0.7505, 2.5474], [0.1252, -0.5151, 2.4986], [-1.1907, -0.4225, 2.9655], [0.5478, -1.8680, 1.9843], [-4.5331, 1.1235, 0.3671], [-3.2468, 2.5687, 0.3501], [-3.2022, 1.1426, 1.7050], [-1.3743, 0.3240, 0.1516], [-3.0827, -1.5266, -0.1154], [-2.2901, -1.3201, -1.8230], [-4.0211, -0.6029, -1.5763], [-1.5891, 2.6942, -1.3156], [-2.8213, 1.7350, -2.4147], [-0.3314, -0.0629, -1.7977], [-0.9654, 0.4872, -3.5068], [0.5909, 3.1394, -3.3844], [1.7758, 3.6568, -0.8108], [0.2900, 2.5500, -0.1363], [1.8036, 0.4419, -0.1805], [3.2731, 1.4568, -0.9366], [4.0495, 1.8264, 1.3189], [2.4306, 2.8684, 1.7395], [3.0581, 0.5757, 3.2902], [2.7004, -0.3883, 1.6725], [0.5014, 1.4578, 1.9092], [-1.6590, -1.3716, 2.8771], [0.0943, -2.6535, 2.5355], [0.3534, -1.9848, 0.9533], [1.9772, -5.0278, -1.0080], [0.7465, -4.1371, -0.9574], [-0.2744, -3.3982, -0.9153], [1.6899, -6.0449, -1.2886], [2.6866, -4.6419, -1.7452], [2.4605, -5.0520, -0.0275]],
  "lowdin_charge": [-0.088, -0.394, -0.105, -0.222, -0.370, 1.013, -0.363, -0.251, -0.154, -0.224, -0.006, -0.376, 0.061, 0.028, 0.089, 0.084, 0.075, 0.104, 0.099, 0.061, 0.098, 0.100, 0.141, 0.101, 0.129, 0.045, 0.135, 0.101, 0.110, 0.124, 0.121, 0.126, 0.139, 0.109, 0.095, 0.045, 0.097, 0.032, -0.062, -0.179, 0.085, 0.084, 0.080, 0.082]
}

Entry 2:
{
  "formula": "C12H28AgClN4O4",
  "method": "wB97M-V/def2-TZVPD",
  "total_charge": 0,
  "de_lowest_kcal_mol": 2.7,
  "homo_ev": -7.64,
  "multiplicity": 1,
  "elements": ["Ag", "Cl", "C", "C", "O", "N", "C", "H", "H", "H", "H", "H", "H", "H", "C", "C", "O", "N", "C", "H", "H", "H", "H", "H", "H", "H", "C", "C", "O", "N", "C", "H", "H", "H", "H", "H", "H", "H", "C", "C", "O", "N", "C", "H", "H", "H", "H", "H", "H", "H"],
  "coordinates": [[-0.4614, 0.0032, 0.4289], [0.3044, -2.0630, 2.0623], [3.4053, 2.7055, 0.8560], [2.9315, 1.2805, 0.9155], [1.9038, 0.9170, 0.3656], [3.7183, 0.3803, 1.5532], [4.8239, 0.6515, 2.4265], [3.1314, 3.2345, 1.7736], [2.9592, 3.1961, -0.0016], [4.4922, 2.7854, 0.7921], [3.3823, -0.5714, 1.5074], [4.7808, -0.0097, 3.2889], [4.7897, 1.6760, 2.7950], [5.7919, 0.5265, 1.9291], [-2.6910, 3.7214, 2.5172], [-2.2846, 2.2886, 2.2735], [-1.5753, 2.0210, 1.3027], [-2.7289, 1.3968, 3.1845], [-2.3538, -0.0062, 3.2644], [-3.1020, 4.1007, 1.5798], [-1.7954, 4.3113, 2.6957], [-3.4455, 3.8101, 3.2946], [-3.1480, 1.7985, 4.0051], [-3.1636, -0.5619, 3.7384], [-1.4282, -0.1604, 3.8154], [-2.2493, -0.4354, 2.2738], [0.1613, -1.6176, -4.0185], [0.4492, -0.4657, -3.1079], [-0.0774, -0.3542, -2.0156], [1.3483, 0.4396, -3.5656], [1.6532, 1.6386, -2.8338], [-0.1113, -2.4896, -3.4356], [0.9923, -1.8003, -4.6994], [-0.7067, -1.3671, -4.6381], [1.6781, 0.3160, -4.5045], [0.8497, 2.3753, -2.9199], [2.5523, 2.0851, -3.2589], [1.8150, 1.4076, -1.7832], [-3.3165, -2.3437, -1.8635], [-2.4568, -2.1644, -0.6408], [-2.5917, -1.1669, 0.0892], [-1.5727, -3.1344, -0.3423], [-1.3311, -4.3342, -1.1038], [-2.7106, -2.5032, -2.7607], [-3.8333, -1.4023, -2.0524], [-4.0463, -3.1433, -1.7644], [-0.9927, -2.9627, 0.4944], [-0.5686, -4.1854, -1.8809], [-2.2198, -4.7219, -1.5994], [-0.9514, -5.1021, -0.4321]],
  "lowdin_charge": [0.636, -0.320, 0.002, -0.529, -0.039, 0.024, -0.088, 0.093, 0.080, 0.078, 0.133, 0.088, 0.077, 0.084, -0.002, -0.535, -0.020, 0.017, -0.086, 0.087, 0.086, 0.072, 0.124, 0.087, 0.065, 0.015, 0.009, -0.537, 0.010, 0.007, -0.068, 0.063, 0.079, 0.093, 0.127, 0.093, 0.086, 0.053, -0.005, -0.544, -0.066, 0.005, -0.083, 0.072, 0.085, 0.084, -0.027, 0.071, 0.077, 0.087]
}

Entry 3:
{
  "formula": "C12H28AsBF10NO6S3",
  "method": "wB97M-V/def2-TZVPD",
  "total_charge": -1,
  "de_lowest_kcal_mol": 0.0,
  "homo_ev": -7.76,
  "multiplicity": 1,
  "elements": ["N", "H", "H", "H", "H", "B", "F", "F", "F", "F", "As", "F", "F", "F", "F", "F", "F", "C", "C", "C", "S", "O", "O", "C", "H", "H", "H", "H", "H", "H", "H", "H", "C", "C", "C", "S", "O", "O", "C", "H", "H", "H", "H", "H", "H", "H", "H", "C", "C", "C", "S", "O", "O", "C", "H", "H", "H", "H", "H", "H", "H", "H"],
  "coordinates": [[-1.3157, 1.3089, -0.0388], [-1.9515, 1.4935, 0.7706], [-1.6083, 0.4446, -0.5038], [-0.3465, 1.1905, 0.2612], [-1.4715, 2.0690, -0.7219], [-4.1439, 1.2190, 1.9677], [-5.4140, 1.7181, 1.5954], [-3.8241, 0.1280, 1.1157], [-3.1306, 2.1894, 1.7403], [-4.2055, 0.8668, 3.3156], [-0.5702, 3.4375, -3.0165], [0.2325, 4.9748, -2.8535], [0.2003, 3.1516, -4.5523], [-1.3516, 1.8831, -3.0852], [-1.2873, 3.6597, -1.3967], [-1.9750, 4.1828, -3.6980], [0.7913, 2.6522, -2.2066], [4.0702, 3.1256, -0.2477], [3.8431, 2.6455, -1.6899], [3.4276, 1.1610, -1.6307], [2.7244, 0.9066, 0.0157], [3.6120, 0.0281, 0.7737], [1.3140, 0.5675, -0.0379], [2.9179, 2.6203, 0.6014], [4.1158, 4.2144, -0.1911], [5.0275, 2.7724, 0.1419], [4.7637, 2.8524, -2.2305], [2.9973, 3.1846, -2.1147], [4.2663, 0.4937, -1.8198], [2.6631, 0.9439, -2.3747], [3.0778, 2.4773, 1.6696], [1.9758, 3.1501, 0.4715], [-0.4684, -4.4747, -2.4148], [-1.4608, -3.6618, -3.2633], [-2.6204, -3.3560, -2.3281], [-1.8455, -2.8470, -0.7749], [-2.5687, -3.4068, 0.3458], [-1.6319, -1.4149, -0.8397], [-0.3054, -3.7625, -1.0896], [0.4733, -4.6098, -2.9486], [-0.8354, -5.4883, -2.2397], [-1.6951, -4.2538, -4.1469], [-0.9685, -2.7464, -3.5961], [-3.1565, -4.2727, -2.0687], [-3.3791, -2.6173, -2.5759], [-0.1461, -4.4342, -0.2430], [0.5101, -3.0500, -0.9431], [-0.7178, -1.9342, 3.3603], [0.6008, -1.8406, 2.5789], [1.4298, -0.8088, 3.2913], [0.2140, 0.5411, 3.6610], [0.1737, 1.5151, 2.5931], [0.3721, 0.9898, 5.0437], [-1.2786, -0.5294, 3.4988], [-0.5715, -2.4410, 4.3134], [-1.3991, -2.5160, 2.7373], [0.5239, -1.5406, 1.5283], [1.0901, -2.8172, 2.5238], [2.2178, -0.2968, 2.7458], [1.7169, -1.1205, 4.2961], [-1.7766, -0.2168, 2.5819], [-1.9222, -0.3005, 4.3427]],
  "lowdin_charge": [0.284, 0.085, 0.073, 0.051, 0.076, -1.219, 0.082, 0.077, 0.078, 0.111, 0.762, -0.259, -0.259, -0.257, -0.278, -0.245, -0.273, -0.226, -0.202, -0.211, 0.709, -0.340, -0.351, -0.202, 0.116, 0.114, 0.112, 0.099, 0.099, 0.095, 0.104, 0.115, -0.224, -0.213, -0.218, 0.698, -0.315, -0.320, -0.223, 0.115, 0.115, 0.113, 0.122, 0.105, 0.112, 0.101, 0.103, -0.203, -0.232, -0.209, 0.718, -0.334, -0.350, -0.181, 0.117, 0.103, 0.099, 0.115, 0.070, 0.101, 0.083, 0.107]
}

Entry 4:
{
  "formula": "C12H28BrN4O4",
  "method": "wB97M-V/def2-TZVPD",
  "total_charge": -1,
  "de_lowest_kcal_mol": 51.0,
  "homo_ev": -6.41,
  "multiplicity": 1,
  "elements": ["Br", "C", "C", "O", "N", "C", "H", "H", "H", "H", "H", "H", "H", "C", "C", "O", "N", "C", "H", "H", "H", "H", "H", "H", "H", "C", "C", "O", "N", "C", "H", "H", "H", "H", "H", "H", "H", "C", "C", "O", "N", "C", "H", "H", "H", "H", "H", "H", "H"],
  "coordinates": [[-19.1721, -35.6266, 20.3878], [-15.1426, -36.7670, 21.1309], [-15.2757, -37.5603, 19.9240], [-14.4754, -38.3206, 19.6332], [-16.4013, -37.4448, 19.1286], [-16.4785, -38.1300, 17.8151], [-14.2011, -37.0391, 21.5805], [-15.9817, -36.7411, 21.7300], [-15.0936, -35.7747, 20.7877], [-17.1088, -36.8000, 19.3686], [-15.6399, -38.3466, 17.2604], [-17.2314, -37.6823, 17.2721], [-16.7530, -39.1551, 17.9885], [-21.0722, -35.8939, 16.7160], [-20.9973, -34.4085, 16.6846], [-21.3040, -33.7858, 15.7489], [-20.5024, -33.7785, 17.8182], [-20.3849, -32.3428, 18.0836], [-20.3209, -36.4702, 17.4591], [-21.0474, -36.3634, 15.7791], [-21.9607, -36.2032, 17.4218], [-20.0737, -34.4074, 18.5607], [-21.3441, -31.5846, 18.0725], [-19.5593, -31.9619, 17.6928], [-19.9427, -32.3312, 19.2458], [-19.1483, -38.4841, 23.0704], [-20.7014, -38.2832, 23.3474], [-21.1794, -38.8002, 24.3535], [-21.2727, -37.4380, 22.4845], [-22.6513, -36.9970, 22.7356], [-18.6407, -38.6047, 23.7824], [-18.7013, -37.6413, 22.5367], [-19.0533, -39.4960, 22.5148], [-20.7097, -37.0040, 21.7613], [-23.2574, -37.8028, 22.6905], [-22.9827, -36.2165, 22.1125], [-22.8851, -36.6657, 23.6379], [-16.0722, -33.2386, 22.3108], [-15.7171, -32.7163, 20.8839], [-14.6228, -32.1185, 20.6093], [-16.5276, -32.9693, 20.0018], [-16.1641, -32.6341, 18.5653], [-16.4266, -34.2847, 22.3550], [-16.9367, -32.7181, 22.6901], [-15.2919, -33.2785, 23.1707], [-17.4171, -33.5931, 20.0823], [-15.5244, -33.2473, 18.2294], [-15.9666, -31.5016, 18.3398], [-16.9679, -32.9011, 17.8756]],
  "lowdin_charge": [-0.037, 0.012, -0.641, 0.108, 0.034, -0.057, 0.097, 0.048, 0.065, -0.035, 0.049, 0.051, 0.073, -0.029, -0.636, 0.074, -0.039, -0.107, 0.091, 0.043, 0.116, -0.054, 0.129, -0.016, 0.120, 0.026, -0.520, 0.013, 0.030, -0.046, -0.071, 0.028, 0.122, -0.035, 0.049, 0.079, 0.035, -0.013, -0.619, -0.048, 0.040, -0.017, 0.045, 0.057, 0.106, 0.080, -0.005, 0.132, 0.073]
}

Short version: orbital gap = 0.302 0.306 0.353 0.338 Ha, in the order given.